70
Properties=species:S:1:pos:R:3:forces:R:3:nbo_charge:R:1 method="wB97M-V/def2-TZVPD" de_lowest_kcal_mol=55.04 lumo_ev="-7.738 / -9.090" total_charge=+2 homo_lumo_gap_ev="5.57 / 4.22" mol_weight_da=655.5 homo_energy_ev="-13.31 / -13.31" s2=3.79 spin_multiplicity=4
Tc 0.97821 0.15446 0.72685 2.0 -2.8 4.3 0.139
C 2.70896 -2.93088 1.99485 -0.6 1.8 -0.8 -0.102
C 2.17163 -2.46101 0.85906 -0.1 0.0 -0.9 -0.254
C 1.02756 -3.20387 0.15570 0.5 -0.7 0.1 -0.459
C -0.39622 -2.82442 0.54748 -0.6 -0.1 -0.4 -0.454
C -0.55866 -1.75633 1.61564 -0.7 -1.8 0.3 -0.470
C -0.33383 -2.23471 2.92641 1.0 2.1 -2.3 0.194
C 0.39876 -3.44571 3.26835 0.9 -0.9 1.4 -0.530
C 1.94670 -3.80959 2.88024 -0.8 -1.0 0.7 -0.439
C 1.61871 0.17511 2.76316 0.6 -0.3 1.0 -0.719
H 3.64205 -2.52072 2.35897 0.0 0.2 0.1 0.232
H 2.64538 -1.60207 0.32122 0.2 -0.9 0.2 0.197
H 1.17073 -4.27679 0.38813 0.0 0.5 -0.2 0.245
H 1.11015 -3.13882 -0.95587 0.4 0.1 1.0 0.211
H -0.92756 -2.51910 -0.35489 0.0 0.3 0.0 0.225
H -1.01290 -3.67686 0.88218 0.5 -0.1 -0.1 0.230
H -1.57868 -1.39704 1.46400 0.1 1.3 0.5 0.280
H -0.58071 -1.59983 3.76856 -0.6 0.0 0.0 0.216
H -0.25630 -4.31025 3.00970 0.4 0.4 -0.1 0.283
H 0.44175 -3.40961 4.36924 -0.1 -0.5 -0.4 0.249
H 2.47224 -3.85296 3.83915 -0.2 -0.1 -0.2 0.250
H 1.94299 -4.83790 2.49822 -0.1 0.1 0.1 0.255
H 1.34168 -0.65706 3.41223 -0.4 0.1 -0.5 0.204
H 1.42547 1.06581 3.34589 -0.4 0.6 -0.2 0.235
H 2.70723 0.12857 2.74753 0.0 0.0 -0.4 0.237
P -0.68098 1.56333 0.99455 -4.3 3.9 -1.3 1.632
P 1.03541 -0.20170 -1.53306 -2.4 0.1 -7.7 1.347
N -2.27206 1.34041 1.65256 1.1 -1.1 0.5 -0.688
N -0.60062 3.27831 1.08760 0.5 -0.6 -0.2 -0.698
N -0.27069 -0.90239 -2.68199 1.5 -0.1 1.0 -0.659
N 2.10597 0.22249 -3.17516 0.7 0.7 1.3 -0.611
C -1.08896 1.44502 -0.87484 0.2 -0.6 0.5 -0.730
C 0.27112 1.52744 -1.60221 0.4 -0.2 0.6 -0.767
C -2.56550 0.99759 2.98064 -0.9 -0.1 -0.1 -0.080
C -3.94380 0.94809 3.11842 0.9 0.2 -0.4 -0.238
C -4.51648 1.23355 1.84026 1.3 0.3 -0.8 -0.251
C -3.47655 1.46497 0.96403 -0.3 -0.4 0.4 -0.066
C 0.26680 4.11317 1.78538 -0.3 1.1 -0.1 -0.055
C -0.17505 5.41595 1.62508 0.2 -1.0 0.0 -0.259
C -1.33833 5.38444 0.80437 0.0 -1.4 -0.2 -0.224
C -1.58340 4.07214 0.48122 0.5 0.7 0.3 -0.085
C -0.51682 -2.26633 -2.82006 -0.7 -0.1 -0.5 -0.074
C -1.57704 -2.45997 -3.69088 0.7 0.5 0.7 -0.256
C -1.97655 -1.17854 -4.15589 1.1 0.8 0.5 -0.244
C -1.12860 -0.24635 -3.57194 -0.4 -0.1 0.0 -0.117
C 1.90370 -0.04390 -4.53147 -0.7 -0.6 1.6 0.190
C 2.75709 0.74343 -5.30855 1.7 1.8 1.1 -0.213
C 3.51784 1.54313 -4.40159 -0.9 -1.1 -2.3 -0.205
C 3.07735 1.21831 -3.11290 -0.9 -1.3 0.4 0.176
H -1.81507 2.14844 -1.33341 0.5 -0.3 0.7 0.284
H -1.51426 0.42610 -0.96459 0.0 0.5 -0.2 0.254
H 0.16776 1.84738 -2.64904 0.2 -0.2 0.4 0.271
H 1.03537 2.15704 -1.08534 -0.9 0.1 -0.6 0.283
H -1.76947 0.77023 3.67839 -0.1 0.3 0.0 0.219
H -4.51007 0.77445 4.02021 0.2 -0.1 0.0 0.251
H -5.54206 1.29922 1.53349 -0.3 -0.1 0.2 0.252
H -3.44423 1.64923 -0.09460 -0.4 0.1 0.1 0.212
H 1.11652 3.70397 2.30172 0.1 0.0 0.1 0.227
H 0.24469 6.31565 2.03004 0.3 0.0 0.2 0.250
H -1.94746 6.19529 0.46716 -0.1 0.4 0.0 0.247
H -2.32668 3.62514 -0.14647 -0.2 0.2 0.1 0.211
H 0.13535 -2.98414 -2.35463 -0.3 0.0 0.0 0.216
H -2.04053 -3.39409 -3.94183 0.1 -0.2 -0.1 0.253
H -2.75955 -0.94359 -4.85949 0.0 0.0 0.0 0.256
H -1.05759 0.82434 -3.71737 -0.3 -0.3 0.0 0.216
H 1.16552 -0.76835 -4.86497 0.2 0.1 0.2 0.264
H 2.81354 0.74486 -6.38913 0.0 -0.1 0.2 0.277
H 4.29455 2.24895 -4.65726 -0.1 0.0 0.1 0.274
H 3.39097 1.60676 -2.15063 0.0 0.0 -0.1 0.259
Br 3.03349 1.48213 0.47217 0.1 0.4 -0.2 -0.256

=====

72
Properties=species:S:1:pos:R:3:forces:R:3:lowdin_charge:R:1 method="wB97M-V/def2-TZVPD" lumo_ev="2.352 / 2.352" total_charge=-1 homo_lumo_gap_ev="3.03 / 3.02" mol_weight_da=580.1 homo_energy_ev="-0.67 / -0.67"
Sc 0.14911 0.25520 -0.24544 -1.4 -0.2 -1.5 0.654
Cl 2.14535 0.76944 0.84593 1.2 0.3 0.7 0.126
N 1.02303 -1.39860 -1.30261 1.3 -2.2 -0.8 0.054
N -0.60716 2.25527 -0.07971 -0.9 2.6 0.8 0.057
C 1.04708 -1.91207 -2.51508 -1.1 0.8 1.7 -0.312
C -1.24312 3.14792 -0.80955 0.2 -2.1 0.9 -0.308
C 1.50585 -2.54481 -0.37564 -0.1 0.7 -0.7 -0.537
C 1.06275 -3.75973 -1.19359 -0.3 0.5 -0.4 -0.034
C 0.82452 -2.45655 0.93486 -0.9 -0.6 -0.4 -0.120
C 2.99234 -2.44577 -0.12918 0.0 0.0 -0.7 -0.040
H -0.21729 -2.44515 0.64894 -0.2 -0.1 0.6 0.051
H 1.07806 -1.54738 1.49235 0.2 -0.4 -0.1 0.044
H 0.97753 -3.34829 1.53576 0.4 0.0 0.0 0.096
H 3.49045 -2.53495 -1.09498 0.5 0.0 0.1 0.089
H 3.26052 -3.26674 0.54420 0.2 0.1 -0.1 0.091
H 3.20810 -1.47566 0.33334 0.1 -0.3 -0.2 0.023
C -0.81658 2.71896 1.39001 0.3 0.1 -1.0 -0.537
C -2.14397 3.46684 1.25289 0.1 -0.3 -0.7 -0.034
C 0.34731 3.56368 1.85068 -0.2 0.4 -0.6 -0.040
C -0.91421 1.54521 2.28285 -1.1 -0.1 -0.2 -0.126
H -1.68694 0.96094 1.80767 -0.1 -0.4 0.6 0.046
H -1.28830 1.81728 3.26646 0.2 0.2 0.1 0.099
H 0.01658 0.96905 2.33434 -0.2 0.4 0.2 0.036
H 0.39567 4.43685 1.20014 0.4 0.3 0.2 0.089
H 1.26591 2.97134 1.77463 -0.2 0.3 0.1 0.025
H 0.14812 3.84273 2.89026 0.2 0.2 -0.1 0.091
O -2.14871 3.90587 -0.16757 0.6 0.3 0.7 0.026
H -2.23881 4.33667 1.92599 0.0 -0.3 -0.5 0.137
H -2.98885 2.75824 1.36272 0.3 0.5 0.0 0.145
O 1.07050 -3.25328 -2.59240 0.8 -0.2 0.7 0.025
H 0.00872 -4.00800 -0.95714 0.5 -0.1 -0.1 0.144
H 1.72850 -4.63480 -1.09112 -0.3 0.4 -0.3 0.136
C 0.97429 -1.10532 -3.75031 -0.2 -0.2 -0.6 -0.107
C -1.07288 3.29751 -2.27032 -0.4 0.2 -0.5 -0.104
C -1.10595 2.02687 -3.09739 -0.2 0.3 -0.7 -0.201
H -0.07514 3.73644 -2.43665 0.2 0.2 0.2 0.125
H -1.82474 4.01245 -2.60388 0.1 0.0 0.0 0.098
C 0.01325 1.05357 -2.80699 -2.7 -1.6 0.9 -0.129
C -0.12909 -0.06827 -3.80812 -0.1 0.1 -0.8 -0.203
H 0.99707 1.29026 -2.19062 -0.9 0.2 -1.8 0.066
C -1.01489 -0.09353 -4.94359 1.5 0.4 1.4 -0.258
C -1.94309 0.94214 -5.17243 0.0 0.0 0.0 -0.099
C -0.88347 -1.15075 -6.03152 -0.1 0.1 0.4 -0.084
C -1.98906 1.99506 -4.23688 1.7 0.2 1.4 -0.258
H -2.57335 0.95981 -6.09448 0.6 0.0 0.9 0.087
C -2.89800 3.17055 -4.57196 0.1 -0.3 0.2 -0.084
H -3.48308 2.93153 -5.46643 0.0 0.0 0.2 0.061
H -2.32255 4.08114 -4.78645 -0.1 -0.1 0.1 0.075
H -3.58588 3.37773 -3.74773 -0.1 0.1 -0.1 0.070
H 0.08900 -1.09267 -6.53845 -0.1 0.0 0.1 0.075
H -1.65969 -0.98888 -6.78680 0.1 -0.1 0.1 0.061
H -1.00167 -2.15466 -5.61511 0.0 0.0 -0.2 0.070
H 0.91753 -1.80467 -4.58343 0.1 0.1 0.0 0.098
H 1.91892 -0.54250 -3.82594 0.4 -0.1 0.1 0.122
C 3.12562 -1.34478 6.02330 0.0 0.0 0.1 -0.058
C 1.78439 -1.47051 5.28104 0.2 -0.1 -0.4 -0.268
C 0.87979 -0.40249 5.23078 0.3 -0.3 0.0 -0.031
C -0.26932 -0.45623 4.41925 0.0 0.9 0.2 -0.051
C -0.55782 -1.48740 3.50551 3.3 -1.5 4.4 -0.300
C 0.24168 -2.63355 3.79560 0.4 -0.5 -0.4 -0.066
C 1.40817 -2.63517 4.59102 0.0 0.4 0.1 -0.033
S -1.82623 -1.56120 2.41927 -3.3 3.0 -6.8 0.578
O -2.05692 -2.92342 1.95424 -0.2 0.4 2.1 -0.303
O -2.90831 -0.63423 2.80915 1.0 -2.3 1.4 -0.319
O -1.35045 -0.83895 1.09532 0.7 -0.7 1.0 -0.504
H 3.74263 -0.50866 5.62253 -0.5 -0.6 0.0 0.085
H 2.99658 -1.11560 7.10246 -0.1 -0.2 -0.6 0.077
H 3.73386 -2.27271 5.95902 -0.5 0.5 -0.1 0.073
H 1.16559 0.46876 5.85337 -0.8 -0.4 -0.6 0.122
H -0.96434 0.36069 4.53413 0.0 0.0 -0.3 0.096
H -0.02881 -3.58994 3.35945 -0.1 0.2 -0.2 0.106
H 2.08431 -3.51808 4.69000 -1.0 0.6 -0.3 0.120

=====

74
Properties=species:S:1:pos:R:3:forces:R:3:lowdin_charge:R:1 method="wB97M-V/def2-TZVPD" lumo_ev=-8.725 total_charge=+2 homo_lumo_gap_ev=4.63 mol_weight_da=668.2 homo_energy_ev=-13.36
Zr 0.00616 0.39360 3.17239 -0.2 -1.3 2.4 1.651
C -1.98784 1.62216 -3.76972 -0.3 -0.5 -0.4 -0.113
C -2.13153 0.29812 -3.63678 -0.6 0.6 -0.7 -0.140
C -1.21000 -0.73264 -4.20734 0.2 -0.3 -0.1 -0.177
C 0.30069 -0.39514 -4.14107 0.9 -0.1 -0.4 -0.175
C 0.83860 0.39832 -2.95971 0.3 0.0 -0.2 -0.138
C 0.73666 1.73679 -2.82942 1.0 -1.0 -0.3 -0.099
C 0.43269 2.55640 -4.03480 -1.1 0.6 -0.6 -0.165
C -0.98972 2.26774 -4.65751 1.1 0.8 -0.6 -0.163
C 1.72780 1.34566 4.06449 0.2 0.6 -0.2 -0.264
H -2.68287 2.33575 -3.34078 -0.1 -0.4 -0.1 0.083
H -3.08223 -0.11100 -3.28916 0.3 0.3 0.3 0.101
H -1.45124 -0.90974 -5.27976 0.0 0.0 0.6 0.134
H -1.39530 -1.69590 -3.69214 0.1 0.4 -0.2 0.103
H 0.85873 -1.35336 -4.14582 -0.3 0.5 -0.3 0.114
H 0.56104 0.13416 -5.07417 0.1 -0.3 0.3 0.109
H 1.55908 -0.18875 -2.36341 -0.8 0.6 0.1 0.069
H 1.07326 2.26017 -1.93467 0.3 -0.2 -0.1 0.097
H 1.16907 2.34397 -4.84018 -0.2 0.1 0.6 0.128
H 0.51157 3.63101 -3.82396 0.0 -0.3 0.1 0.110
H -1.38615 3.24595 -4.98070 0.0 -0.5 0.0 0.120
H -0.82284 1.68170 -5.57690 -0.3 0.1 0.4 0.115
H 1.27065 1.99024 4.85068 0.2 -0.2 -0.3 0.029
H 2.42930 1.95612 3.49178 0.0 0.0 0.2 -0.002
H 2.33153 0.56173 4.57650 -0.5 0.2 -0.2 0.048
P 1.82688 -0.73940 1.06256 4.3 -0.9 -1.3 0.905
P -1.61751 -0.72213 1.24644 -2.8 -0.1 -1.0 1.000
N 2.93718 0.74421 0.43213 -2.3 -0.3 1.3 -0.129
N 3.18671 -1.68054 1.27560 0.1 -0.4 -0.6 -0.218
N -2.37787 0.62992 0.49198 0.9 -0.2 0.3 -0.255
N -2.99691 -1.70012 1.65590 1.0 0.2 0.6 -0.251
C 0.69391 -1.17414 -0.28270 0.0 0.9 0.2 -0.289
C -0.70795 -1.74244 0.01810 0.6 0.0 0.2 -0.272
C 2.88236 2.07358 0.85060 0.6 1.0 -0.1 -0.168
C 3.85549 2.82594 0.17895 -1.1 -1.1 0.5 -0.055
C 4.48058 1.95442 -0.75444 -1.3 -1.4 0.6 -0.042
C 3.87466 0.69347 -0.60029 0.9 0.2 -0.5 -0.123
C 3.97246 -1.51468 2.45265 0.3 -1.1 -0.2 -0.091
C 4.38753 -2.76613 2.85396 -0.8 0.4 -0.8 -0.027
C 3.79386 -3.74653 1.96301 -0.5 1.0 -0.4 -0.025
C 3.04582 -3.05371 1.03651 0.7 -0.6 1.0 -0.116
C -2.45237 1.92145 1.07966 0.2 0.1 -0.5 -0.128
C -3.05840 2.75031 0.14990 0.4 -0.6 0.7 -0.034
C -3.38815 1.97131 -0.99141 0.4 -1.0 0.7 -0.045
C -2.94266 0.68103 -0.76909 -0.1 0.6 0.6 -0.117
C -4.07120 -2.13071 0.85972 -0.4 -0.6 0.6 -0.091
C -4.84734 -3.00401 1.63000 1.2 1.1 -0.8 -0.040
C -4.23071 -3.11074 2.92171 0.4 0.4 -0.4 -0.059
C -3.10895 -2.31332 2.92056 -0.5 -0.3 -0.3 -0.142
H 1.33090 -1.82944 -0.89767 -0.4 0.2 -0.1 0.113
H 0.57287 -0.21559 -0.80924 0.1 -0.3 -0.2 0.054
H -1.27576 -1.80526 -0.92038 0.2 -0.1 0.2 0.097
H -0.59795 -2.74768 0.45410 -0.4 0.3 0.0 0.113
H 2.16321 2.39782 1.59343 0.3 0.0 -0.2 0.064
H 4.09112 3.86714 0.35445 -0.2 -0.1 0.0 0.112
H 5.27840 2.19571 -1.45104 -0.2 -0.2 0.2 0.118
H 4.08780 -0.21771 -1.14526 0.0 0.1 0.3 0.116
H 4.17913 -0.53823 2.87368 0.0 -0.1 -0.3 0.118
H 5.03688 -2.99043 3.68936 -0.1 0.1 -0.1 0.116
H 3.89079 -4.82418 1.99949 0.1 0.2 0.0 0.115
H 2.39764 -3.38151 0.24094 0.2 -0.2 -0.1 0.108
H -2.13234 2.12094 2.11558 -0.4 -0.2 -0.7 0.073
H -3.26674 3.80215 0.28062 0.0 -0.1 0.1 0.118
H -3.90175 2.32604 -1.85545 -0.2 0.0 -0.2 0.104
H -2.91998 -0.23061 -1.34405 -0.2 0.4 -0.1 0.080
H -4.17915 -1.74367 -0.16036 -0.1 -0.4 0.7 0.109
H -5.75231 -3.48660 1.28074 0.2 0.1 0.2 0.113
H -4.59457 -3.71135 3.74533 0.1 0.2 -0.1 0.113
H -2.38269 -2.10363 3.70154 -0.2 -0.2 -0.2 0.082
O -0.41936 -0.63683 5.01467 -0.6 1.0 -0.2 -0.537
Cl -1.60247 0.33972 5.45723 1.3 2.2 -0.3 1.139
O -1.93337 0.84045 3.95371 0.4 -0.3 1.4 -0.619
O -1.03752 1.50921 6.14497 -1.1 -2.4 -0.9 -0.325
O 1.16272 -1.15655 2.42375 -1.4 3.0 -0.2 -0.458